Computed, not measured: a molecular structure, C30H32O2Se2Ta at a distorted geometry, with wB97M-V/def2-TZVPD.

```
67
C30H32O2Se2Ta, DFT wB97M-V/def2-TZVPD
Ta 0.4092 -0.8090 -1.1559
O 0.4801 -1.3436 -3.7907
C 1.1892 -2.4008 -4.4011
C 1.8829 -3.2744 -3.3512
C 2.5827 -4.3782 -4.1643
O 3.2382 -5.2753 -3.2815
C 0.8996 -3.9979 -2.4053
Se -0.7445 -3.1144 -1.7150
C 2.9923 -2.5347 -2.5732
Se 2.8250 -0.6010 -2.1277
H -0.0115 -0.8373 -4.4409
H 1.9551 -1.9973 -5.0775
H 0.4999 -3.0303 -4.9780
H 3.3090 -3.9194 -4.8496
H 1.8333 -4.9087 -4.7667
H 3.6032 -5.9993 -3.7939
H 1.4487 -4.3575 -1.5394
H 0.4996 -4.8741 -2.9166
H 3.9187 -2.5746 -3.1460
H 3.1748 -3.0483 -1.6336
C 0.4776 -0.2783 0.8090
C 0.7386 0.4602 1.7867
C 0.9805 1.3469 2.7946
C 2.3410 1.7548 3.1132
C 3.4028 1.4947 2.2276
C 4.6909 1.9063 2.5153
C 4.9775 2.5871 3.6928
C 3.9470 2.8263 4.5930
C 2.6545 2.4188 4.3128
C -0.2047 2.0197 3.3527
C -1.3798 1.3128 3.6346
C -2.5282 1.9649 4.0538
C -2.5430 3.3439 4.2053
C -1.3879 4.0641 3.9216
C -0.2393 3.4149 3.5072
H 3.1880 0.9788 1.2989
H 5.4842 1.7151 1.8013
H 5.9877 2.9098 3.9129
H 4.1529 3.3431 5.5240
H 1.8678 2.6008 5.0334
H -1.3761 0.2345 3.5241
H -3.4234 1.3921 4.2680
H -3.4368 3.8552 4.5409
H -1.3891 5.1451 4.0059
H 0.6466 3.9869 3.2635
C -1.8045 2.2571 -0.3317
C -2.1451 1.1938 -1.3902
C -2.9260 1.9029 -2.5071
C -0.8782 0.5472 -1.9476
C -2.9629 0.0469 -0.7853
C -2.8951 -0.2531 0.5754
C -3.5120 -1.3834 1.0949
C -4.2166 -2.2445 0.2699
C -4.3229 -1.9406 -1.0804
C -3.7111 -0.8090 -1.5949
H -1.3393 3.1157 -0.8187
H -1.0938 1.8665 0.3901
H -2.7006 2.5955 0.1980
H -2.3282 2.7326 -2.8891
H -3.8654 2.3045 -2.1188
H -3.1477 1.2392 -3.3439
H -0.6629 0.8654 -2.9764
H -2.3458 0.3923 1.2453
H -3.4263 -1.5881 2.1555
H -4.6545 -3.1514 0.6677
H -4.8692 -2.6013 -1.7432
H -3.8066 -0.6106 -2.6544
```

The total charge is -1. The frontier orbital gap is 5.29 eV. Its calculated total energy is -6172.6726 hartree. The energy above the lowest of the compared OMol25 structures with the same formula, charge and spin is 21.3 kcal/mol.